No. 1
Entry from the OMol25 dataset: C4H14N3O2 as an isolated structure (the ωB97M-V functional and the def2-TZVPD basis).

## Properties
- Kohn-Sham gap: 11.4 eV
- Energy above the lowest of the compared OMol25 structures with the same formula, charge and spin: 61.62 kcal per mole
- Total charge: +1
- E_LUMO: -2.76 eV
- E_HOMO: -14.17 eV

```
23
Properties=species:S:1:pos:R:3:mulliken_charge:R:1
C -1.8196 -0.5746 0.4530 -0.972
C -0.2941 0.8239 2.7703 -0.845
C 0.5164 0.0920 -2.8741 -0.863
C 0.3482 -0.4178 -0.5464 0.682
N 0.7513 -1.6777 -0.7238 -0.307
N -0.4077 -0.2477 0.6475 -0.011
N -0.1604 0.9793 1.3256 -0.510
O 1.8436 0.5036 -0.0756 -0.564
O -0.0412 0.3241 -1.5764 -0.327
H -2.3381 0.1867 -0.1398 0.367
H -1.9000 -1.5347 -0.0472 0.376
H -2.2826 -0.6537 1.4333 0.310
H 0.2991 -0.0327 3.0811 0.328
H 0.0968 1.7231 3.2412 0.343
H -1.3250 0.6778 3.0979 0.310
H 0.2134 0.9477 -3.4736 0.264
H 0.1096 -0.8191 -3.3112 0.332
H 1.6059 0.0393 -2.8316 0.412
H 0.9096 -2.2408 0.0963 0.248
H 1.2202 -1.9673 -1.5660 0.236
H -0.7814 1.7237 0.9967 0.265
H 1.3621 0.9348 0.7200 0.534
H 2.0738 1.2102 -0.6972 0.389
```

No. 2
Entry from the OMol25 dataset: a 5-piece molecular cluster, H10O5 overall in a non-equilibrium geometry (the ωB97M-V functional and the def2-TZVPD basis).

## Properties
- Kohn-Sham gap: 10.4 eV
- Energy above the lowest of the compared OMol25 structures with the same formula, charge and spin: 33.79 kcal per mole
- Total charge: 0
- E_LUMO: 0.42 eV
- SMILES string: O.O.O.O.O
- E_HOMO: -9.97 eV

```
15
Properties=species:S:1:pos:R:3:mulliken_charge:R:1
H 0.9180 -2.1633 0.3627 0.343
H 0.1194 -3.2163 1.1748 0.329
H 0.7385 0.3303 -1.2072 0.417
H 1.9279 -0.7260 -1.3587 0.271
H -1.2309 0.6599 -2.4845 0.310
H -1.3184 0.4488 -1.0231 0.385
H -0.5314 0.6634 1.1245 0.347
H -0.6657 -0.7706 1.2737 0.392
H 0.5209 2.2753 1.2881 0.308
H -0.5120 2.3664 0.0816 0.330
O 0.5754 -2.3334 1.2846 -0.691
O 1.3361 -0.3326 -0.7148 -0.670
O -0.7520 1.0000 -1.6836 -0.709
O -1.2582 -0.0215 1.3765 -0.754
O 0.1322 1.8195 0.5052 -0.606
```

No. 3
Entry from the OMol25 dataset: a 2-piece molecular cluster, C2H7NO3 overall in a non-equilibrium geometry (the ωB97M-V functional and the def2-TZVPD basis).

## Properties
- Kohn-Sham gap (spin up / spin down): 10.6 / 5.7 eV
- Energy above the lowest of the compared OMol25 structures with the same formula, charge and spin: 18.22 kcal per mole
- Total charge: +1
- E_LUMO (spin up / spin down): -4.01 / -9.00 eV
- Multiplicity: 2
- E_HOMO (spin up / spin down): -14.66 / -14.65 eV

```
13
Properties=species:S:1:pos:R:3:mulliken_charge:R:1
O -1.0884 -1.1998 0.7943 -0.406
C -1.5348 -0.1156 0.9556 0.441
O -2.6390 0.2125 1.6554 -0.417
C -0.8907 1.0976 0.2376 -0.206
N 0.5148 1.0394 0.4866 -0.117
H -3.3829 -0.2826 1.2667 0.394
H -1.2391 2.0870 0.4997 0.369
H -1.0288 0.8072 -0.8207 0.291
H 0.8760 0.0760 0.5795 0.332
H 1.1338 1.7320 0.0652 0.315
H 3.7022 -1.7226 -1.4312 0.329
H 2.7370 -1.6720 -2.5842 0.328
O 2.8399 -2.0590 -1.7043 -0.653
```

No. 4
Entry from the OMol25 dataset: C12H16N2O4S in the gas phase in a non-equilibrium geometry (the ωB97M-V functional and the def2-TZVPD basis).

## Properties
- Kohn-Sham gap: 8.7 eV
- Energy above the lowest of the compared OMol25 structures with the same formula, charge and spin: 157.70 kcal per mole
- Total charge: 0
- E_LUMO: -0.11 eV
- SMILES string: N[C@@H](CS)C(=O)N[C@@H](Cc1ccc(O)cc1)C(=O)O
- E_HOMO: -8.79 eV

```
35
Properties=species:S:1:pos:R:3:mulliken_charge:R:1
C -2.8186 -0.4371 -0.3705 -0.620
C -2.7994 0.4726 0.8689 0.398
C -4.1078 -0.3157 -1.1681 -0.574
C -0.3284 0.9112 0.7199 -0.299
C -0.2235 1.9749 -0.3033 0.507
C 0.2867 -0.3557 -0.1365 -0.296
C 1.6647 -0.6004 -0.0013 -0.170
C 2.5884 -0.5115 -1.1319 -0.169
C 2.4598 -0.3196 1.1777 -0.114
C 3.9783 -0.1697 -0.9721 -0.557
C 3.8623 -0.3434 1.3827 -1.054
C 4.6842 -0.2639 0.2558 0.811
H -2.4944 -2.4605 -0.7481 0.261
H -3.5847 -1.9412 0.3766 0.485
H -2.0880 0.0895 -0.8879 0.424
H -4.0482 -1.1671 -2.0750 0.299
H -4.4055 0.6461 -1.5810 0.349
H -4.9524 0.0819 1.0563 0.248
H -1.3095 0.9320 2.3809 0.388
H 0.4615 1.0753 1.6743 0.331
H -0.5843 -1.2457 0.1633 0.233
H 0.1464 -0.2586 -1.4036 0.222
H 2.1739 -0.2028 -2.2517 0.173
H 1.8380 -0.1309 1.9962 0.421
H 4.7039 0.0000 -1.7816 0.209
H 4.3105 -0.0663 2.2785 0.414
H 6.3424 -0.3561 -0.5101 0.281
H 1.5573 1.0856 -0.6025 0.502
N -2.6183 -1.8557 0.0674 -0.538
N -1.5225 0.7614 1.2764 0.088
O -3.7120 1.1352 1.4747 -0.724
O -1.0819 2.8403 -0.5523 -0.585
O 6.0737 -0.3034 0.3718 -0.470
O 0.9938 1.8546 -1.0461 -0.562
S -5.4463 -0.5553 0.0024 -0.312
```

No. 5
Entry from the OMol25 dataset: a 2-piece molecular cluster, C5H13N overall in a non-equilibrium geometry (the ωB97M-V functional and the def2-TZVPD basis).

## Properties
- Kohn-Sham gap: 10.3 eV
- Energy above the lowest of the compared OMol25 structures with the same formula, charge and spin: 38.38 kcal per mole
- Total charge: 0
- E_LUMO: 1.12 eV
- SMILES string: C=CC.CCN
- E_HOMO: -9.14 eV

```
19
Properties=species:S:1:pos:R:3:mulliken_charge:R:1
C 3.5568 -1.1153 -1.6212 -0.960
C 2.3693 -0.3440 -1.1405 0.078
C 2.1027 0.0326 0.1045 -0.659
H 4.2477 -0.3773 -2.0254 0.248
H 3.2741 -1.6831 -2.5179 0.276
H 4.0690 -1.6645 -0.8431 0.331
H 1.7467 0.1407 -1.8944 0.263
H 1.5234 0.8980 0.3744 0.206
H 2.4671 -0.5612 0.9345 0.214
C -3.0306 0.0851 -0.2372 -0.888
C -2.5522 1.0569 0.8392 -0.405
N -1.8924 0.2988 1.9248 -0.592
H -2.1801 -0.2388 -0.8193 0.210
H -3.6715 0.6362 -0.9301 0.304
H -3.6824 -0.6384 0.2480 0.311
H -3.3470 1.7304 1.1827 0.322
H -1.7668 1.7017 0.4341 0.281
H -2.6344 -0.2838 2.3144 0.233
H -1.6766 0.9533 2.6709 0.226
```

No. 6
Entry from the OMol25 dataset: C23H21BCoN6O3 as an isolated structure in a non-equilibrium geometry (the ωB97M-V functional and the def2-TZVPD basis).

## Properties
- Kohn-Sham gap (spin up / spin down): 8.3 / 9.0 eV
- Total charge: 0
- E_LUMO (spin up / spin down): -0.36 / 0.36 eV
- Multiplicity: 2
- E_HOMO (spin up / spin down): -8.64 / -8.63 eV

```
55
Properties=species:S:1:pos:R:3:mulliken_charge:R:1
Co -0.0293 0.1302 0.3610 -0.181
C 0.9262 3.4474 2.9775 -1.247
C 1.2986 2.6378 1.9085 -0.047
N 0.2924 1.8425 1.5626 0.067
N -0.7267 2.1133 2.3858 0.226
C -0.3767 3.0772 3.2449 -0.127
B -2.0971 1.4280 2.2528 0.043
N -1.9248 -0.0714 2.5166 0.312
C -2.7172 -0.9267 3.1757 -0.129
C -2.1400 -2.1793 3.1200 -1.175
C -0.9736 -1.9973 2.3827 -0.127
N -0.8648 -0.7231 2.0291 0.002
N -2.5127 1.5905 0.7835 0.373
C -3.5283 2.2943 0.2734 -0.113
C -3.4871 2.1836 -1.1012 -1.080
C -2.3837 1.3718 -1.3503 -0.093
N -1.8067 1.0300 -0.2044 -0.324
H 1.5230 4.1865 3.4716 0.429
H 2.2354 2.6162 1.3869 0.496
H -1.0682 3.4311 3.9830 0.465
H -2.8919 1.9137 2.9785 -0.099
H -3.6360 -0.6012 3.6209 0.463
H -2.4999 -3.0925 3.5439 0.426
H -0.2247 -2.7147 2.1092 0.535
H -4.2078 2.8249 0.9070 0.455
H -4.1564 2.6313 -1.8053 0.406
H -2.0032 1.0149 -2.2872 0.524
O 2.1070 0.3120 -0.5228 -0.559
C 2.7548 -0.9699 -0.5125 2.418
C 1.5773 -2.0460 -0.7055 0.175
O 1.8948 -3.1856 -0.9566 -0.670
O 0.4361 -1.5464 -0.5462 -0.600
C 3.3568 -1.3056 0.8282 -0.592
C 4.3537 -2.2713 0.9397 -0.197
C 4.9379 -2.5296 2.1654 -0.975
C 4.5211 -1.8548 3.3004 -0.494
C 3.4776 -0.9507 3.2099 -1.079
C 2.8945 -0.6859 1.9838 0.057
C 3.7290 -1.0339 -1.6640 -0.249
C 3.2795 -1.3772 -2.9331 -0.562
C 4.1596 -1.4210 -3.9986 -0.887
C 5.4970 -1.1208 -3.8057 -0.449
C 5.9500 -0.7597 -2.5484 -0.828
C 5.0677 -0.6972 -1.4851 -0.100
H 2.7915 0.9904 -0.5303 0.433
H 4.6801 -2.8056 0.0625 0.668
H 5.7345 -3.2536 2.2313 0.404
H 4.9992 -2.0409 4.2498 0.411
H 3.1256 -0.4365 4.0916 0.459
H 2.0715 0.0144 1.9178 0.594
H 2.2388 -1.6194 -3.0785 0.461
H 3.8037 -1.6982 -4.9796 0.404
H 6.1843 -1.1655 -4.6364 0.410
H 6.9961 -0.5329 -2.3943 0.399
H 5.4325 -0.3868 -0.5157 0.466
```

No. 7
Entry from the OMol25 dataset: C59H73ClFFeN5O5PS2 as an isolated structure in a non-equilibrium geometry (the ωB97M-V functional and the def2-TZVPD basis).

## Properties
- Kohn-Sham gap (spin up / spin down): 5.4 / 5.5 eV
- Energy above the lowest of the compared OMol25 structures with the same formula, charge and spin: 0.00 kcal per mole
- Total charge: +1
- E_LUMO (spin up / spin down): -3.23 / -3.23 eV
- Multiplicity: 5
- E_HOMO (spin up / spin down): -8.66 / -8.70 eV

```
148
Properties=species:S:1:pos:R:3:mulliken_charge:R:1
Fe -0.1819 -0.0661 0.7054 1.504
Cl 2.2475 2.7816 7.1437 -0.244
C 1.6201 1.8718 5.7957 0.082
C 0.8790 0.6946 6.0565 -0.494
C 0.3540 -0.0417 5.0442 -0.674
C 0.5020 0.3504 3.6656 0.103
O -0.0583 -0.3368 2.7582 -0.435
C 1.2980 1.5134 3.4326 0.854
C 1.6228 1.9231 2.1143 -0.219
O 1.2392 1.3686 1.0664 -0.353
C 1.8353 2.2609 4.5145 -1.215
H 0.7390 0.3880 7.0846 0.431
H -0.2113 -0.9388 5.2429 0.544
H 2.2861 2.7933 2.0087 0.260
H 2.4184 3.1477 4.3014 0.458
S 0.8436 0.0811 -2.0833 -0.239
C 2.2475 0.1542 -2.9038 -0.407
N 2.3198 0.4409 -4.1997 0.158
C 3.5899 0.4461 -4.9131 -0.885
C 4.4116 -0.7223 -4.4396 -0.531
N 4.6186 -0.5553 -3.0064 0.412
C 5.7823 -1.2331 -2.4287 -1.010
C 7.0510 -0.9551 -3.1878 0.064
C 7.7881 -1.9794 -3.7585 -0.199
C 8.9652 -1.7050 -4.4428 -0.653
C 9.4059 -0.3994 -4.5631 -0.399
C 8.6716 0.6334 -3.9940 -0.634
C 7.5036 0.3558 -3.3079 -0.111
C 3.6115 -0.1988 -2.1932 0.245
S 3.6992 -0.1220 -0.5730 -0.412
C 1.1274 0.6162 -5.0314 -0.855
C 0.8967 -0.5941 -5.8944 0.584
C 0.5384 -1.8029 -5.3019 -0.218
C 0.3496 -2.9293 -6.0804 -0.797
C 0.5149 -2.8640 -7.4586 -0.426
C 0.8669 -1.6650 -8.0529 -0.671
C 1.0582 -0.5346 -7.2702 -0.274
H 4.1237 1.3850 -4.7205 0.336
H 3.3871 0.3791 -5.9808 0.367
H 5.3831 -0.7173 -4.9340 0.504
H 3.9153 -1.6775 -4.6545 0.185
H 5.5738 -2.3106 -2.3842 0.333
H 5.8778 -0.8791 -1.3950 0.464
H 7.4376 -2.9999 -3.6747 0.350
H 9.5311 -2.5106 -4.8865 0.385
H 10.3194 -0.1825 -5.0974 0.390
H 9.0147 1.6534 -4.0816 0.404
H 6.9330 1.1577 -2.8604 0.449
H 1.2791 1.5089 -5.6437 0.516
H 0.2789 0.7938 -4.3620 0.004
H 0.3968 -1.8468 -4.2303 0.477
H 0.0603 -3.8613 -5.6149 0.458
H 0.3582 -3.7430 -8.0657 0.392
H 0.9913 -1.6048 -9.1245 0.386
H 1.3244 0.4049 -7.7380 0.425
C -0.4770 -7.7814 -1.4533 -1.001
C -0.9538 -7.1776 -0.1430 -1.001
N -0.4284 -5.8349 0.0810 0.252
C -1.2343 -4.7660 -0.1404 -0.037
C -0.8950 -3.4588 0.0198 -1.252
C -1.9939 -2.4286 -0.2496 0.073
O -3.0451 -2.8227 -0.7275 -0.765
O -1.7148 -1.2298 0.0789 0.367
C 0.4382 -3.1366 0.4587 1.368
O 0.8967 -2.0055 0.6885 -1.185
C 1.3340 -4.3049 0.6480 0.709
C 2.6578 -4.0689 1.0255 -0.712
C 3.4959 -5.1219 1.2549 0.454
F 4.8089 -4.9007 1.5451 -0.366
C 3.0501 -6.4446 1.1834 -1.350
C 1.7438 -6.6850 0.7869 -0.937
C 0.8782 -5.6203 0.4876 0.382
N 3.8808 -7.5478 1.5253 0.312
C 4.3043 -8.3848 0.4242 -0.428
C 4.6641 -9.7634 0.9409 -0.721
N 5.7392 -9.6120 1.9858 -0.162
C 5.2864 -8.7029 3.1002 -0.951
C 4.9298 -7.3593 2.4973 -0.598
H -0.8283 -8.8071 -1.5459 0.383
H 0.6090 -7.7834 -1.5254 0.279
H -0.8639 -7.2132 -2.2959 0.327
H -0.6986 -7.8044 0.7141 0.440
H -2.0401 -7.0845 -0.1403 0.441
H -2.2419 -4.9840 -0.4704 0.612
H 3.0048 -3.0486 1.1143 0.682
H 1.3947 -7.7039 0.7567 0.621
H 5.1668 -7.9504 -0.1127 0.201
H 3.4965 -8.4941 -0.2996 0.357
H 5.0480 -10.4250 0.1655 0.394
H 3.8161 -10.2283 1.4451 0.359
H 6.5677 -9.1914 1.5453 0.401
H 6.0263 -10.5256 2.3498 0.354
H 6.1033 -8.6381 3.8173 0.427
H 4.4214 -9.1841 3.5562 0.369
H 5.8334 -6.8974 2.0673 0.431
H 4.5847 -6.7033 3.2984 0.473
C -5.3766 1.3070 -2.5328 -0.870
C -3.9940 1.5487 -3.1554 -0.845
C -2.8746 1.2835 -2.1429 -0.251
C -3.3385 1.6973 -0.7384 0.979
C -4.3979 0.6785 -0.2785 -0.643
C -5.2970 0.2405 -1.4476 -0.965
P -1.9049 1.8622 0.3978 0.353
C -2.5420 2.1012 2.1192 0.112
C -3.0851 0.8149 2.7538 -0.270
C -3.1444 0.9592 4.2833 -0.667
C -3.3224 2.4160 4.7205 -0.717
C -4.2216 3.1375 3.7262 -0.958
C -3.5298 3.2539 2.3580 -0.725
C -1.1599 3.5233 0.0391 0.884
C -0.0578 3.4350 -1.0300 0.172
C 0.4519 4.8252 -1.3869 -1.012
C -0.6531 5.6685 -2.0511 -0.888
C -2.0437 5.1183 -1.7316 -0.570
C -2.1312 4.6914 -0.2712 -1.149
H -6.0927 1.0191 -3.3044 0.505
H -5.7562 2.2360 -2.0964 0.264
H -3.9274 2.5788 -3.5172 0.243
H -3.8576 0.9014 -4.0237 0.507
H -1.9575 1.7852 -2.4481 -0.462
H -2.6422 0.2162 -2.1074 0.099
H -3.8238 2.6782 -0.8147 0.780
H -5.0036 1.1203 0.5132 0.316
H -3.9040 -0.2040 0.1299 -0.093
H -6.2927 -0.0015 -1.0727 0.549
H -4.8993 -0.6815 -1.8758 0.287
H -1.6041 2.3358 2.6478 0.062
H -2.4652 -0.0452 2.4890 -0.375
H -4.0781 0.6134 2.3625 0.629
H -2.2403 0.5407 4.7276 -0.024
H -3.9838 0.3713 4.6613 0.439
H -2.3540 2.9219 4.7648 0.244
H -3.7361 2.4603 5.7286 0.505
H -4.4947 4.1303 4.0858 0.520
H -5.1540 2.5772 3.6248 0.354
H -2.9998 4.2063 2.3046 0.342
H -4.2852 3.2694 1.5699 0.040
H -0.6437 3.7503 0.9843 0.551
H -0.4294 2.9532 -1.9349 -0.225
H 0.7515 2.8000 -0.6620 -0.024
H 1.3197 4.7493 -2.0438 0.422
H 0.8023 5.3147 -0.4734 0.349
H -0.5071 5.7020 -3.1324 0.366
H -0.5919 6.7018 -1.6987 0.353
H -2.2692 4.2599 -2.3714 -0.134
H -2.8047 5.8713 -1.9494 0.533
H -3.1594 4.4403 -0.0193 0.401
H -1.8750 5.5485 0.3583 0.531
```

No. 8
Entry from the OMol25 dataset: C2H5OPS as an isolated structure in a non-equilibrium geometry (the ωB97M-V functional and the def2-TZVPD basis).

## Properties
- Kohn-Sham gap (spin up / spin down): 8.2 / 8.2 eV
- Energy above the lowest of the compared OMol25 structures with the same formula, charge and spin: 107.59 kcal per mole
- Total charge: 0
- E_LUMO (spin up / spin down): -0.87 / -0.87 eV
- E_HOMO (spin up / spin down): -9.06 / -9.06 eV

```
10
Properties=species:S:1:pos:R:3:mulliken_charge:R:1
C -0.5341 0.3677 0.4052 0.358
C 1.1493 -0.9104 -1.2681 -0.695
O -0.4254 -1.3411 0.9609 -0.665
P -1.8017 1.1881 1.2899 -0.034
S 0.3086 0.6740 -0.9937 0.017
H 2.2078 -0.7208 -1.4187 0.311
H 0.7135 -1.3944 -2.1351 0.281
H 0.9312 -1.4831 -0.3565 0.303
H -1.3754 2.4914 0.9911 0.031
H -1.1739 1.1285 2.5249 0.093
```

| no. | molecular weight (g mol⁻¹) | calculated total energy (a.u.) |
| --- | --- | --- |
| 1 | 136.18 | -475.257536 |
| 2 | 90.08 | -382.170333 |
| 3 | 93.08 | -360.533900 |
| 4 | 284.34 | -1275.301544 |
| 5 | 87.17 | -253.001925 |
| 6 | 499.20 | -2851.043691 |
| 7 | 1137.67 | -5903.414921 |
| 8 | 108.10 | -893.801358 |